Molecular formula: C2H5NO2S
Method: DFT, the ωB97M-V functional and the def2-TZVPD basis

```
11
Properties=species:S:1:pos:R:3:forces:R:3
H -1.6093 -1.9115 -0.2060 -0.68 -0.57 -1.08
C 0.2626 0.6951 0.7035 0.71 -1.55 1.40
O -1.7445 0.6955 -0.9750 -0.85 1.28 -2.04
H 2.0281 0.4686 -0.4127 1.98 0.79 0.46
O 1.1558 -1.1906 -0.4449 0.00 -3.55 0.58
S -1.4386 0.2232 0.3353 0.17 -1.69 1.35
N -1.2183 -1.3143 0.4781 0.77 0.39 1.51
H 0.7409 0.4318 -1.4989 -0.39 0.33 0.32
H 0.6035 0.0610 1.6187 -0.77 1.46 -1.37
H 0.1663 1.7635 0.9004 0.77 -0.01 -0.28
C 1.0535 0.0776 -0.4985 -1.72 3.14 -0.83
```
Positions in Å, forces in eV/Å.

Output
E_tot: -682.44787 Ha
Orbital gap (alpha / beta): 0.3183 / 0.2735 Ha
Relative energy (zero: lowest compared OMol25 entry of this formula, charge and spin): 120.3 kcal per mole
LUMO energy (alpha / beta): -1.62 / -1.64 eV

Molecular formula: C5H11NO2
Method: DFT, the ωB97M-V functional and the def2-TZVPD basis

```
19
Properties=species:S:1:pos:R:3:forces:R:3
H 0.9375 0.4782 2.2469 -0.17 0.06 -0.30
H 2.3784 2.2762 -0.7371 0.08 -0.10 -0.08
H -1.0231 0.0991 -2.1225 -0.33 0.21 -0.08
H 1.0317 -2.0138 0.7077 -0.12 0.15 -0.22
H 1.1338 1.4348 -1.6820 0.09 0.03 0.04
H -2.0253 -0.2303 1.6402 0.06 -0.26 -0.13
H -3.3025 0.2566 0.3894 0.27 0.55 0.00
C -2.2642 0.0565 0.6263 0.60 0.15 0.48
C 0.0193 -2.0002 0.2766 0.15 -0.36 0.88
N 1.5978 0.6016 1.4810 0.67 0.16 -0.15
C -1.3311 0.1967 -0.3157 -0.24 -4.56 -1.95
H -0.0891 1.1781 0.2933 2.73 0.47 0.59
H -0.6626 -1.9811 1.1382 -0.08 0.15 -0.34
H -0.1411 -2.9503 -0.2453 -0.05 0.21 -0.11
C 1.1092 1.0249 0.4027 -2.67 0.39 0.38
C 1.8387 1.3341 -0.8569 0.20 -0.18 0.05
O -1.6131 0.6383 -1.5608 1.16 -0.10 0.52
H 2.5305 0.5195 -1.0771 0.12 0.18 -0.02
O -0.1249 -0.9189 -0.6048 -2.45 2.84 0.41
```
Positions in Å, forces in eV/Å.

Output
E_tot: -402.20112 Ha
Orbital gap: 0.3380 Ha
Relative energy (zero: lowest compared OMol25 entry of this formula, charge and spin): 111.1 kcal per mole
LUMO energy: 0.46 eV

Molecular formula: C3H12N2O
Method: DFT, the ωB97M-V functional and the def2-TZVPD basis

```
18
Properties=species:S:1:pos:R:3:forces:R:3
H -1.1015 -0.6755 -3.6817 -0.14 0.31 0.32
O 4.2092 -0.0489 0.4671 0.36 -0.42 -0.11
H -2.1409 0.7370 2.3364 0.10 -0.69 0.06
H -2.0051 0.7653 0.5065 0.25 0.69 -0.38
N 1.8871 -0.4620 0.3353 0.65 0.53 0.08
H 1.7195 -0.2377 -0.6405 -0.24 -0.25 -0.05
H -4.5291 0.0340 2.0305 -0.26 0.70 0.23
H 2.7860 0.6017 1.8566 0.40 -0.07 0.12
H -4.3903 0.6952 0.2845 -0.15 -0.58 -0.03
H -0.6415 -0.9040 -2.1140 -0.25 0.11 -0.06
H 2.8203 1.4155 0.2899 0.48 0.14 0.10
C -3.9346 0.4788 1.2441 0.49 -0.27 -0.30
N -0.3039 -0.7142 -3.0518 0.07 -0.48 -0.29
C 2.9624 0.4511 0.7861 -1.68 0.27 -0.13
H 1.0609 -0.1929 0.8563 -0.19 -0.24 -0.12
H 4.0927 -1.0088 0.4596 0.19 0.05 0.06
H 0.1329 -1.5864 -3.3361 0.34 0.05 0.09
C -2.6241 0.6517 1.3714 -0.41 0.15 0.42
```
Positions in Å, forces in eV/Å.

Output
E_tot: -306.18859 Ha
Orbital gap: 0.3907 Ha
Relative energy (zero: lowest compared OMol25 entry of this formula, charge and spin): 34.7 kcal per mole
LUMO energy: 0.70 eV

Molecular formula: C6H10O
Method: DFT, the ωB97M-V functional and the def2-TZVPD basis

```
17
Properties=species:S:1:pos:R:3:forces:R:3
O 1.4513 0.9753 0.6919 0.04 -0.04 0.06
H 1.9718 -0.9745 1.6642 0.00 -0.01 0.02
C -1.2156 0.6875 -1.3210 -0.08 0.00 0.16
C 0.1648 0.1014 -1.3195 -0.03 0.06 -0.23
C -0.8897 0.3671 1.0012 0.04 0.05 0.03
C -1.7779 0.8160 -0.1236 0.05 -0.02 -0.17
H -0.7735 1.1302 1.7767 -0.03 -0.09 -0.10
H 0.2743 -2.0664 0.1829 0.07 0.14 0.03
H 2.0594 -0.1217 1.5742 -0.07 0.02 -0.11
H -1.2787 -0.5408 1.4838 0.08 0.12 -0.07
C 0.5024 0.1483 0.3704 -0.06 -0.34 0.08
H 1.9008 -1.3531 -0.3381 -0.12 0.05 0.10
H -1.6921 0.9474 -2.2633 0.05 -0.03 0.14
H 0.1709 -0.8455 -1.8747 0.01 0.11 0.09
H 0.9553 0.7362 -1.7235 -0.11 -0.07 0.07
C 0.9553 -1.2142 0.1776 0.01 0.10 -0.06
H -2.7786 1.2065 0.0409 0.15 -0.06 -0.04
```
Positions in Å, forces in eV/Å.

Output
E_tot: -309.66800 Ha
Orbital gap: 0.3412 Ha
Relative energy (zero: lowest compared OMol25 entry of this formula, charge and spin): 109.4 kcal per mole
LUMO energy: 0.16 eV

Molecular formula: C3H10N2OP
Method: DFT, the ωB97M-V functional and the def2-TZVPD basis

```
17
Properties=species:S:1:pos:R:3:forces:R:3
P -1.2208 1.3937 0.0741 -0.42 -1.26 2.73
H 4.4748 0.4407 0.0595 -1.58 0.34 -0.08
H -1.9108 -0.1478 -1.6344 0.15 1.12 -2.03
H 0.2837 -1.0731 0.3314 -1.58 0.60 0.78
C 2.3089 0.1717 -0.0638 -2.75 -4.67 -0.05
H -1.1294 -2.1967 0.6317 -0.05 0.85 0.63
C -2.0204 -0.4128 0.1606 1.53 1.92 1.37
H -2.3202 1.9278 -0.4696 -1.55 0.82 -1.02
O -2.0597 -0.8880 -1.0989 -0.86 -1.92 -0.45
N -0.9425 -1.1839 0.8233 0.90 -1.59 1.70
H 3.6890 0.8049 -1.5375 -0.62 0.00 2.11
H -1.7945 1.6890 1.4109 0.84 0.04 -0.97
N 1.4552 -0.6374 0.0241 2.98 3.11 -0.18
C 3.5090 0.8559 -0.3746 2.43 -1.11 -2.64
H -0.9372 -1.0070 1.8888 0.04 -0.60 -2.13
H -2.9645 -0.5165 0.7287 0.41 0.13 -0.36
H 3.3736 1.8553 -0.1467 0.14 2.20 0.59
```
Positions in Å, forces in eV/Å.

Output
E_tot: -646.08565 Ha
Orbital gap: 0.3989 Ha
Relative energy (zero: lowest compared OMol25 entry of this formula, charge and spin): 91.1 kcal per mole
LUMO energy: -3.19 eV
Total charge: +1

Molecular formula: C9H19N5
Method: DFT, the ωB97M-V functional and the def2-TZVPD basis

```
33
Properties=species:S:1:pos:R:3:forces:R:3
H -2.8874 1.7784 0.0099 -0.23 0.87 0.19
N -0.6885 -2.3869 -0.7104 -0.20 -2.39 0.64
H -2.3062 -0.7279 -1.8210 -0.19 0.37 0.98
H -3.1361 -0.1039 -0.3975 0.06 -0.96 -0.92
H -1.4139 1.6184 1.8549 -0.08 -1.08 0.62
H -2.0563 2.7288 -1.0113 -0.01 0.30 -1.30
C 1.4666 -1.1680 1.1442 -1.00 0.02 -0.35
H -1.1034 -1.5757 1.7634 0.21 -0.31 0.30
C -0.7639 0.1890 0.4735 0.89 -1.76 -0.92
H 0.8383 1.2376 -2.1349 -0.73 -0.56 0.07
C 2.7283 -0.6081 0.3823 1.46 -3.04 1.82
H 2.7488 2.3256 -0.0967 -0.20 0.03 0.38
H -1.2178 -2.6646 -1.5780 1.03 -0.50 1.51
H 1.2583 -2.2307 1.2601 0.35 -0.19 -0.34
H 1.3160 -0.7546 2.1370 0.37 0.28 0.10
H 3.5414 -0.4085 1.1799 -1.05 0.50 -1.77
C 1.7392 1.1349 -1.5699 0.22 0.65 0.75
C -1.5273 -0.6268 1.5235 -0.74 0.83 -0.98
H -0.1803 -3.2089 -0.1862 -1.61 1.64 -2.02
H -0.1122 -0.8753 -1.7549 -0.34 0.59 -1.06
H 3.1116 -1.4385 -0.3165 -0.53 1.55 0.80
H 2.5639 1.4003 -2.1957 0.84 -0.62 -0.08
N -1.4389 0.7954 -0.7586 0.80 0.49 1.38
N -1.9571 2.0392 -0.3108 -0.12 -0.64 1.24
H 0.9164 2.3328 0.1745 0.09 0.22 -0.24
N 0.3370 -1.5196 -1.1464 1.80 2.28 2.49
C 1.7865 1.8499 -0.2597 0.00 0.36 0.74
H 0.1172 0.8504 2.4146 -1.19 -0.89 -0.35
N -2.5498 0.0710 -1.2262 -0.35 0.13 -0.14
C 0.5812 -0.4026 0.1042 -1.56 -3.58 -0.65
C 1.7766 0.3651 -0.2098 0.78 2.15 -3.37
H -2.6356 -0.6723 1.3852 1.02 0.25 0.52
C -0.8527 0.6562 1.8774 0.22 2.97 -0.04
```
Positions in Å, forces in eV/Å.

Output
E_tot: -627.83908 Ha
Orbital gap: 0.3185 Ha
Relative energy (zero: lowest compared OMol25 entry of this formula, charge and spin): 0.0 kcal per mole
LUMO energy: 0.92 eV

Molecular formula: C14H16O2
Method: DFT, the ωB97M-V functional and the def2-TZVPD basis

```
32
Properties=species:S:1:pos:R:3:forces:R:3
C 1.7745 -1.5793 -0.1388 -0.87 -0.38 0.42
C -0.0780 -3.5592 0.5241 -0.08 0.32 -0.56
H 0.9009 2.1378 -2.9653 0.02 0.08 -0.29
H -2.0461 3.4898 2.6741 -0.27 0.12 0.01
H 0.4686 -3.3502 3.4886 -0.53 -0.30 -0.01
C -0.3304 -2.7276 -0.5524 0.33 -0.37 0.07
C -2.6297 3.3878 1.7519 0.20 0.33 0.62
C -1.7055 3.5032 -0.5891 1.33 -0.07 -0.37
C 1.7939 -2.1869 1.1285 1.33 -0.25 -1.34
C 0.2854 1.6143 0.1095 -0.72 0.16 0.87
C -1.6715 2.9547 0.6742 -0.85 -0.65 0.51
C 0.9725 -3.2642 1.3764 -0.88 -0.08 2.09
H 1.1235 1.1060 0.5550 0.14 -0.62 -0.64
H 2.6360 -1.9538 1.7742 -0.15 -0.15 0.15
O 0.4000 -1.1475 -2.0950 -0.09 0.10 -0.39
H -0.8594 3.2151 -2.5945 -0.11 0.54 0.12
H 2.6400 -1.0766 -0.5478 -0.19 0.56 0.19
H -3.4493 2.7036 1.9881 0.19 -0.24 -0.33
C 0.6262 -1.7740 -0.9045 0.07 0.28 -0.56
C 0.1649 2.0710 -1.1904 0.16 0.01 -0.60
H -1.2041 -2.8593 -1.1760 0.09 0.00 -0.13
H -2.2928 4.3857 -0.7997 -0.38 -0.24 -0.17
H -0.6810 -4.4402 0.7081 -0.22 0.19 0.11
C 0.9662 -3.9624 2.7412 1.65 0.34 -0.68
H -0.7596 1.5463 1.9867 0.18 -0.04 0.14
C -0.7428 1.9527 0.9871 0.37 0.89 -0.46
H 1.9935 -4.0614 3.1178 -0.06 0.04 -0.11
O 0.9755 1.5587 -2.2067 0.18 0.12 0.96
C -0.7895 3.0092 -1.5297 -0.56 -0.27 -0.21
H -3.0970 4.3512 1.5490 0.12 0.05 -0.13
H 0.7397 -0.2359 -2.1827 0.14 -0.42 0.42
H 0.6142 -4.9797 2.6299 -0.56 -0.04 0.30
```
Positions in Å, forces in eV/Å.

Output
E_tot: -693.52971 Ha
Orbital gap: 0.3215 Ha
Relative energy (zero: lowest compared OMol25 entry of this formula, charge and spin): 16.8 kcal per mole
LUMO energy: 0.70 eV

Repeat the fourth record exactly.
Molecular formula: C6H10O
Method: DFT, the ωB97M-V functional and the def2-TZVPD basis

```
17
Properties=species:S:1:pos:R:3:forces:R:3
O 1.4513 0.9753 0.6919 0.04 -0.04 0.06
H 1.9718 -0.9745 1.6642 0.00 -0.01 0.02
C -1.2156 0.6875 -1.3210 -0.08 0.00 0.16
C 0.1648 0.1014 -1.3195 -0.03 0.06 -0.23
C -0.8897 0.3671 1.0012 0.04 0.05 0.03
C -1.7779 0.8160 -0.1236 0.05 -0.02 -0.17
H -0.7735 1.1302 1.7767 -0.03 -0.09 -0.10
H 0.2743 -2.0664 0.1829 0.07 0.14 0.03
H 2.0594 -0.1217 1.5742 -0.07 0.02 -0.11
H -1.2787 -0.5408 1.4838 0.08 0.12 -0.07
C 0.5024 0.1483 0.3704 -0.06 -0.34 0.08
H 1.9008 -1.3531 -0.3381 -0.12 0.05 0.10
H -1.6921 0.9474 -2.2633 0.05 -0.03 0.14
H 0.1709 -0.8455 -1.8747 0.01 0.11 0.09
H 0.9553 0.7362 -1.7235 -0.11 -0.07 0.07
C 0.9553 -1.2142 0.1776 0.01 0.10 -0.06
H -2.7786 1.2065 0.0409 0.15 -0.06 -0.04
```
Positions in Å, forces in eV/Å.

Output
E_tot: -309.66800 Ha
Orbital gap: 0.3412 Ha
Relative energy (zero: lowest compared OMol25 entry of this formula, charge and spin): 109.4 kcal per mole
LUMO energy: 0.16 eV